A 6-piece molecular cluster, CH13NO6 overall in a non-equilibrium geometry. Source: the OMol25 dataset; level of theory: wB97M-V/def2-TZVPD.

As for the LUMO energy: -6.338 eV. Its spin multiplicity is 1. The value obtained for the total energy is -551.74953 Eh. The value obtained for the HOMO-LUMO gap is 0.1367 Eh.

Cartesian coordinates (Å):
C (-0.712, 0.144, 1.491)
N (-0.029, 1.379, 1.894)
O (-1.529, 0.264, 0.349)
H (-1.196, -0.308, 2.385)
H (0.638, 1.723, 1.199)
H (0.134, -0.489, 1.235)
H (-1.551, -0.649, -0.037)
H (1.762, -2.273, 0.400)
O (1.023, -2.510, 0.935)
H (1.486, -0.068, -1.410)
H (1.191, 1.167, -0.613)
O (1.423, 0.163, -0.483)
H (0.770, 3.245, -0.667)
H (-0.764, 2.112, 1.925)
O (0.350, 2.442, -0.647)
H (-0.485, -0.611, -1.875)
H (-0.368, 1.014, -1.796)
O (-0.566, 0.181, -2.459)
H (0.332, -2.401, 0.246)
H (-1.170, -2.639, -1.191)
O (-0.740, -1.887, -0.880)